This record from OMol25 describes a 2-piece molecular cluster, C5H8O4 overall in a non-equilibrium geometry. The level of theory is ωB97M-V/def2-TZVPD.

```
17
Properties=species:S:1:pos:R:3:lowdin_charge:R:1
O -1.0854 3.6987 1.9882 0.12
C -1.5505 2.5926 2.1159 -0.46
C -2.8326 2.0440 1.5204 0.00
C -2.8330 0.5902 1.9294 -0.25
O -2.0715 -0.2717 1.0540 -0.07
C -1.1449 -0.6011 2.1157 -0.09
C -1.7478 0.4748 3.0140 -0.19
O -1.0294 1.7056 2.9873 0.08
H -3.6801 2.5856 1.9629 0.14
H -2.8562 2.1991 0.4357 0.14
H -3.8188 0.1668 2.1521 0.16
H -1.3061 -1.6234 2.4826 0.13
H -0.0985 -0.4558 1.8185 0.13
H -2.0087 0.2248 4.0454 0.16
O 0.4901 2.7392 -0.7318 -0.07
H -0.0955 3.4260 -0.3543 0.03
H -0.0768 1.9893 -0.9848 0.04
```

Results
HOMO in eV: -10.435
Energy relative to the best compared isomer or geometry (same formula, charge and spin) in kcal per mole: 29.2
LUMO in eV: 0.6584
Energy in hartree: -496.256133